Here is C53H67BN4O4P2PtS as an isolated structure from OMol25. Energies are from wB97M-V/def2-TZVPD.

The calculation puts the energy relative to the best compared isomer or geometry (same formula, charge and spin) at 0.0 kJ/mol. The calculation puts the HOMO energy at -6.34 eV. As for the orbital gap: 6.81 eV. As for the total charge: 0. As for the energy: -3805.11734 a.u. The calculation puts the LUMO energy at 0.469 eV.

XYZ file:
```
133
Properties=species:S:1:pos:R:3:forces:R:3
Pt -0.258807 -1.420161 0.731815 -0.119 -0.555 0.045
C 0.051014 3.808141 5.041578 0.017 0.018 0.025
C 1.046671 2.688079 4.708454 -0.038 0.007 0.002
C 1.642057 2.959512 3.325598 0.016 0.027 -0.028
C 2.185971 2.697224 5.735972 0.033 -0.006 -0.002
C 0.311093 1.349966 4.751662 -0.014 -0.024 0.003
C -0.232867 0.891408 5.967896 0.002 0.050 0.001
C -0.981629 -0.263617 6.051881 -0.023 -0.038 -0.026
C -1.178339 -1.004558 4.888678 -0.002 0.115 0.088
S -2.175743 -2.400613 4.615765 -0.030 -0.013 0.010
C -1.756895 -2.363287 2.939776 -0.045 -0.095 -0.171
N -0.892999 -1.428962 2.621384 0.047 -0.017 0.173
C -0.596700 -0.594823 3.695027 -0.025 0.008 -0.180
C 0.126574 0.591198 3.612539 0.044 -0.015 0.074
C -2.304849 -3.198999 1.881720 0.030 0.154 0.197
C -3.172778 -4.262901 2.126980 0.005 -0.054 -0.076
C -3.661868 -4.985751 1.055044 0.023 0.035 -0.019
C -3.260130 -4.637027 -0.235191 -0.076 -0.065 0.033
C -2.391459 -3.578254 -0.451620 0.124 0.158 -0.026
C -1.894435 -2.789930 0.595311 -0.064 0.056 -0.046
H 0.547710 4.781127 5.001978 0.002 -0.009 0.002
H -0.369545 3.683946 6.041196 -0.001 0.004 -0.006
H -0.774327 3.813356 4.326842 0.008 -0.004 -0.003
H 2.217267 3.887796 3.356663 -0.004 0.010 -0.002
H 0.860225 3.077106 2.571028 -0.012 -0.017 0.020
H 2.297624 2.149993 3.001039 -0.039 0.049 0.012
H 2.730666 3.642710 5.678779 -0.004 -0.002 0.006
H 2.890565 1.885206 5.543945 -0.023 0.030 -0.001
H 1.816848 2.590912 6.756785 -0.010 -0.017 0.000
H -0.090317 1.476741 6.867749 0.000 -0.005 0.003
H -1.420841 -0.571320 6.992031 0.005 0.000 -0.006
H 0.522923 0.872713 2.649841 -0.080 0.020 0.055
H -3.459435 -4.532257 3.138688 0.017 0.020 0.007
H -4.341083 -5.813240 1.214451 0.007 0.000 -0.006
H -3.640865 -5.205623 -1.077590 0.016 0.009 0.002
H -2.093854 -3.349063 -1.472799 -0.015 0.006 0.001
C 4.176615 0.043038 3.575175 0.046 0.004 0.029
C 3.772675 -0.480322 2.206890 0.018 -0.013 0.020
C 4.678152 0.103604 1.132984 0.039 -0.013 -0.020
O 2.429250 -0.047322 1.927271 -0.043 -0.087 -0.102
B 1.715598 -1.068380 1.279164 0.115 0.230 -0.075
O 2.556192 -2.194211 1.206182 0.013 -0.007 -0.040
C 3.648964 -2.025492 2.120929 -0.002 -0.016 -0.053
C 3.218423 -2.654728 3.442635 -0.008 -0.020 0.038
C 4.865686 -2.743960 1.565577 0.015 -0.007 0.024
H 4.323408 1.124162 3.532014 -0.005 -0.021 -0.002
H 5.115010 -0.409730 3.905806 -0.003 0.007 -0.019
H 3.405887 -0.166878 4.316496 0.013 -0.012 -0.014
H 4.562378 1.188165 1.129728 0.001 0.007 -0.002
H 4.406067 -0.270832 0.145319 -0.013 -0.013 0.014
H 5.728078 -0.131567 1.320819 -0.006 0.000 0.009
H 2.348550 -2.137516 3.853628 0.003 -0.003 -0.012
H 4.019135 -2.639162 4.185026 -0.007 0.007 -0.018
H 2.936588 -3.691674 3.255864 0.003 0.001 0.002
H 5.087917 -2.417535 0.550622 -0.005 0.009 -0.002
H 4.669261 -3.817032 1.539773 -0.005 0.007 0.000
H 5.745210 -2.574108 2.191913 -0.016 0.011 0.002
O -0.005031 -1.458301 -1.328333 0.196 0.008 -0.145
P 1.166775 -1.718511 -2.240949 -0.114 -0.037 0.031
C 1.852367 -3.364020 -2.037807 0.029 -0.015 -0.015
C 1.475342 -4.105578 -0.923107 0.050 -0.008 0.045
C 1.955186 -5.399733 -0.766897 -0.024 0.038 0.029
C 2.808481 -5.947024 -1.710568 0.026 0.007 -0.027
C 3.177058 -5.211262 -2.832624 -0.006 -0.035 0.035
C 2.692037 -3.926952 -3.001230 -0.015 0.011 -0.078
C 2.424560 -0.443065 -2.107065 0.081 -0.026 -0.025
C 3.672610 -0.561312 -2.718038 0.012 -0.036 0.012
C 4.573811 0.488707 -2.663194 -0.006 0.030 0.021
C 4.234425 1.656631 -1.989786 0.022 0.006 -0.032
C 2.998833 1.771740 -1.373995 -0.080 0.042 -0.001
C 2.083714 0.729092 -1.437025 0.018 -0.004 0.016
C 0.557350 -1.654341 -3.934067 -0.028 -0.054 -0.018
C 0.767798 -0.552915 -4.755769 0.040 0.041 -0.017
C 0.180360 -0.501432 -6.013202 0.012 0.000 0.006
C -0.616823 -1.548885 -6.448612 -0.004 -0.014 -0.020
C -0.829125 -2.653407 -5.632025 0.053 0.010 0.000
C -0.243191 -2.707858 -4.378847 0.001 0.020 -0.020
H 0.820651 -3.668544 -0.177470 -0.004 0.007 0.007
H 1.658579 -5.974153 0.101100 0.001 0.001 -0.006
H 3.184219 -6.954471 -1.582060 -0.007 0.004 0.000
H 3.828271 -5.645371 -3.580092 -0.002 0.000 0.003
H 2.942918 -3.380221 -3.904174 -0.014 0.012 0.037
H 3.949493 -1.469774 -3.239546 -0.025 0.007 0.039
H 5.541777 0.393246 -3.137897 -0.003 0.007 0.007
H 4.946249 2.470745 -1.932753 -0.011 0.000 -0.002
H 2.745352 2.668639 -0.822806 0.007 0.001 -0.005
H 1.120554 0.801398 -0.945439 -0.049 0.017 0.031
H 1.391937 0.265773 -4.417235 -0.013 -0.009 0.009
H 0.347496 0.357376 -6.650439 -0.003 -0.005 -0.001
H -1.072700 -1.508171 -7.429797 -0.004 0.002 0.008
H -1.452532 -3.470275 -5.971683 0.002 0.003 -0.005
H -0.411856 -3.566115 -3.738361 0.008 0.002 0.007
O -2.331501 0.784986 0.509529 -0.054 0.209 0.058
P -2.701714 1.665907 -0.611568 0.108 -0.179 0.136
N -1.434420 2.484371 -1.298964 -0.038 0.195 -0.007
C -1.122697 2.618217 -2.715495 -0.014 -0.075 -0.054
C -0.760785 4.092174 -2.861512 0.024 0.011 -0.042
C 0.001752 4.367802 -1.564259 0.010 0.014 0.020
C -0.692658 3.483201 -0.514968 0.003 -0.077 0.002
N -3.737955 2.866999 -0.127372 -0.118 -0.028 -0.037
C -4.881121 2.480799 0.719620 0.030 0.020 0.013
C -5.869151 3.639966 0.569417 -0.023 -0.001 0.015
C -5.547387 4.211963 -0.810931 -0.016 0.000 -0.014
C -4.027603 4.097598 -0.862305 0.051 0.019 -0.007
N -3.429794 0.824955 -1.827732 0.005 -0.054 -0.033
C -4.314344 1.343214 -2.864220 -0.019 0.059 -0.012
C -4.112588 0.393002 -4.070790 -0.010 0.017 0.024
C -2.943371 -0.516576 -3.668767 -0.018 -0.014 -0.003
C -3.041983 -0.549169 -2.148988 -0.057 -0.017 0.038
H -1.957441 2.303032 -3.341949 0.055 0.058 0.046
H -0.262165 1.991558 -2.982901 0.048 -0.023 -0.035
H -1.669103 4.698018 -2.912725 0.017 -0.018 0.011
H -0.166605 4.295073 -3.753346 -0.006 0.004 0.008
H -0.000968 5.419211 -1.278028 0.004 -0.007 -0.010
H 1.041419 4.062001 -1.688480 0.027 -0.012 0.012
H -1.384232 4.057996 0.106912 0.012 0.003 0.003
H 0.023294 3.002694 0.158345 0.005 0.003 -0.013
H -4.563192 2.330331 1.751108 0.000 -0.014 -0.006
H -5.313537 1.537242 0.370057 -0.017 0.011 -0.016
H -5.682196 4.395279 1.336048 0.015 0.001 -0.007
H -6.903339 3.313086 0.670163 -0.004 0.008 0.003
H -5.897147 5.235119 -0.947731 -0.006 -0.001 -0.001
H -5.994213 3.590329 -1.591453 0.017 0.001 0.013
H -3.567173 4.961422 -0.364801 -0.001 0.000 -0.006
H -3.631982 4.063526 -1.879163 -0.040 0.003 0.044
H -4.071364 2.379658 -3.116659 -0.006 -0.052 -0.002
H -5.359372 1.331812 -2.533836 0.013 0.006 -0.016
H -3.920974 0.941573 -4.993479 0.002 0.006 -0.002
H -5.014384 -0.200222 -4.228373 0.001 -0.001 0.005
H -1.986653 -0.072614 -3.959904 -0.044 -0.032 -0.004
H -3.006934 -1.505809 -4.123905 -0.013 0.045 0.032
H -2.120190 -0.816681 -1.640107 0.002 -0.017 -0.013
H -3.817724 -1.249944 -1.819400 -0.012 -0.019 -0.012
```
Positions in Å, forces in eV/Å.